A structure of composition C50H88As2BCrO7PSi in a non-equilibrium geometry. Source: the Open Molecules 2025 dataset; level of theory: wB97M-V/def2-TZVPD.

Structure (XYZ):
```
151
Properties=species:S:1:pos:R:3:forces:R:3
Cr -0.1106 -0.1268 0.0286 -0.77 -1.22 -0.66
C 2.3082 2.1813 1.5956 0.01 -0.01 0.00
As 2.1693 0.4315 0.7488 0.62 0.64 -0.03
C 3.2979 -0.5872 1.9597 -0.14 -0.09 0.13
C 3.4299 0.6653 -0.7340 0.05 -0.11 0.05
C 4.7841 0.8255 -0.4514 0.02 -0.01 -0.05
C 5.7222 0.9132 -1.4685 -0.02 0.01 0.00
C 5.3051 0.8156 -2.7870 0.00 -0.01 0.02
C 3.9559 0.6708 -3.0761 0.01 -0.01 0.03
C 2.9983 0.6063 -2.0641 0.01 0.12 -0.06
As 1.0670 0.5957 -2.4815 0.49 -0.37 -0.02
C 1.1769 0.9397 -4.4044 -0.15 0.17 -0.04
C 0.8457 -1.3535 -2.6739 -0.05 -0.05 0.05
H 3.3357 2.3902 1.8922 0.01 0.01 -0.03
H 1.6573 2.1964 2.4699 0.03 0.00 0.02
H 1.9618 2.9387 0.8943 -0.03 -0.01 0.00
H 4.0940 0.0450 2.3468 0.03 -0.03 0.03
H 3.7239 -1.4413 1.4384 0.02 0.00 -0.03
H 2.6819 -0.9354 2.7889 0.03 -0.01 0.02
H 5.1180 0.8884 0.5773 0.02 0.00 0.00
H 6.7687 1.0562 -1.2315 0.01 -0.02 0.00
H 6.0271 0.8584 -3.5928 0.00 0.01 0.00
H 3.6546 0.6052 -4.1126 0.00 0.03 -0.01
H 1.6593 0.1073 -4.9133 0.03 0.02 -0.02
H 1.7192 1.8651 -4.5902 -0.01 0.02 -0.03
H 0.1602 1.0476 -4.7804 0.06 -0.03 -0.03
H 1.5373 -1.7310 -3.4279 0.01 0.03 -0.01
H -0.1895 -1.5548 -2.9574 0.00 0.03 -0.02
H 1.0407 -1.8564 -1.7248 -0.03 0.01 0.00
C -1.9011 7.3901 3.1457 0.02 -0.01 0.02
C -2.9627 6.4031 3.6505 0.01 -0.03 0.01
C -3.3001 6.7704 5.0960 -0.01 0.02 -0.02
C -4.2351 6.5526 2.8042 0.00 0.00 0.00
C -2.4463 4.9677 3.5233 -0.02 -0.03 -0.04
C -2.4339 4.0809 4.5985 0.05 -0.01 -0.04
C -1.9991 2.7558 4.4748 -0.04 0.05 0.07
C -1.5769 2.3481 3.2356 0.04 -0.08 0.04
O -1.1128 1.1251 2.8300 -0.02 -0.14 -0.09
B -0.8371 1.2176 1.4364 -0.17 1.02 0.71
O -1.1134 2.5622 1.0514 -0.02 -0.03 0.33
C -1.5759 3.2182 2.1596 0.03 -0.04 -0.19
C -2.0039 4.5169 2.2687 -0.05 0.05 0.02
H -2.2639 8.4157 3.2475 0.00 -0.01 -0.01
H -1.6590 7.2250 2.0951 0.00 0.00 0.02
H -0.9795 7.2927 3.7234 -0.01 0.01 -0.01
H -3.6147 7.8150 5.1389 -0.01 -0.01 0.00
H -2.4354 6.6533 5.7520 0.00 0.01 0.00
H -4.1174 6.1622 5.4877 0.01 -0.01 0.00
H -4.6287 7.5693 2.8841 0.01 -0.01 -0.01
H -5.0053 5.8573 3.1442 0.00 0.01 -0.01
H -4.0379 6.3462 1.7508 0.00 0.00 0.01
H -2.7690 4.4116 5.5704 -0.01 0.00 0.01
H -2.0029 2.0813 5.3208 0.00 0.00 0.00
H -2.0040 5.1574 1.3956 0.00 0.00 0.02
C -2.6755 2.9888 -1.5609 0.07 -0.07 -0.04
C -3.2884 2.1774 -2.6933 0.09 -0.04 0.09
C -4.4643 2.9215 -3.3112 0.00 0.00 0.00
C -2.2165 1.8912 -3.7443 -0.04 -0.08 0.15
O -3.8188 0.9661 -2.1547 -0.08 0.11 -0.20
Si -3.1382 -0.4685 -1.7137 0.00 0.03 -0.03
O -1.7819 -0.3109 -0.9110 0.00 -0.26 -0.02
O -2.8215 -1.3866 -3.0534 -0.07 0.01 -0.02
C -3.6344 -1.8783 -4.1260 0.03 0.03 0.09
C -3.9863 -3.3283 -3.8280 0.04 -0.09 0.07
C -4.9273 -1.0875 -4.3163 0.07 0.00 0.15
C -2.7696 -1.7987 -5.3774 0.00 0.01 -0.03
O -4.3705 -1.2275 -0.9098 0.19 -0.06 0.06
C -5.1595 -0.6802 0.1588 -0.04 0.07 -0.07
C -4.3328 0.2501 1.0424 0.06 0.07 -0.09
C -5.6660 -1.8549 0.9827 0.01 -0.07 -0.05
C -6.3419 0.0668 -0.4498 -0.01 0.03 -0.03
H -2.3137 3.9509 -1.9326 0.00 0.01 0.02
H -1.8420 2.4468 -1.1138 -0.09 0.07 -0.07
H -3.4174 3.1723 -0.7804 0.00 0.00 0.00
H -4.1314 3.8585 -3.7627 -0.01 0.00 0.01
H -5.2057 3.1482 -2.5430 0.00 0.00 -0.01
H -4.9421 2.3118 -4.0790 0.00 -0.01 -0.02
H -1.7591 2.8232 -4.0826 0.01 0.01 0.00
H -2.6316 1.3760 -4.6077 -0.09 -0.08 -0.10
H -1.4380 1.2602 -3.3076 -0.14 0.09 0.01
H -4.5036 -3.3859 -2.8712 -0.03 -0.03 0.07
H -3.0806 -3.9365 -3.7812 0.01 -0.01 0.05
H -4.6382 -3.7337 -4.6044 0.02 -0.02 -0.01
H -5.5238 -1.1008 -3.4023 0.01 -0.02 -0.01
H -5.5110 -1.5329 -5.1241 0.01 0.00 0.00
H -4.7239 -0.0510 -4.5664 0.06 0.16 -0.03
H -1.8530 -2.3739 -5.2322 -0.01 0.00 0.00
H -2.4950 -0.7636 -5.5834 -0.01 0.02 -0.01
H -3.3019 -2.1991 -6.2428 0.01 0.00 0.00
H -3.4282 -0.2555 1.3820 0.02 -0.04 0.06
H -4.9158 0.5591 1.9123 0.00 0.01 0.00
H -4.0288 1.1455 0.4927 -0.02 -0.05 0.04
H -4.8376 -2.3606 1.4798 0.07 -0.05 0.01
H -6.1753 -2.5726 0.3371 0.00 0.00 0.00
H -6.3693 -1.5081 1.7427 0.02 -0.02 0.00
H -5.9836 0.8609 -1.1038 -0.01 -0.01 0.02
H -6.9635 0.5019 0.3360 -0.01 -0.01 -0.01
H -6.9543 -0.6197 -1.0391 0.00 0.00 0.01
O 0.5588 -2.2774 0.4991 0.04 0.01 -0.14
P 0.5432 -3.6891 1.0380 0.03 0.21 0.19
C -0.3584 -4.7194 -0.1658 -0.02 0.03 0.05
C -1.6538 -3.9758 -0.6218 0.00 -0.07 -0.03
C -2.9028 -4.8038 -0.3439 0.05 0.05 -0.08
C -2.8595 -6.1621 -1.0480 0.02 0.02 -0.02
C -1.4617 -6.8082 -0.9664 -0.02 0.06 0.03
C -0.6347 -6.1925 0.1611 -0.03 0.06 -0.12
C -0.1553 -3.6497 2.7220 -0.13 -0.10 -0.08
C -1.4191 -2.7688 2.7483 0.03 0.00 0.10
C -2.0122 -2.7639 4.1535 0.01 -0.05 -0.02
C -2.4691 -4.1739 4.5886 0.03 0.01 -0.02
C -1.8503 -5.2766 3.7237 0.07 0.07 0.05
C -0.3716 -5.0065 3.4518 -0.08 0.10 -0.04
C 2.3142 -4.1218 1.2760 -0.04 -0.13 -0.15
C 3.0679 -4.1530 -0.0661 -0.02 -0.07 0.05
C 3.1200 -5.5521 -0.6822 0.00 0.00 0.11
C 3.7250 -6.5568 0.2970 -0.03 0.02 -0.02
C 2.9062 -6.6185 1.5837 0.03 0.09 -0.05
C 2.7872 -5.2384 2.2219 -0.03 0.04 0.01
H 0.3421 -4.7019 -1.0101 -0.01 0.01 -0.02
H -1.5917 -3.7706 -1.6935 0.01 -0.03 0.00
H -1.7374 -2.9913 -0.1628 0.00 0.04 -0.02
H -3.7750 -4.2374 -0.6613 -0.12 0.08 -0.03
H -3.0161 -4.9497 0.7314 -0.01 -0.01 0.13
H -3.1409 -6.0323 -2.0945 -0.02 -0.01 -0.03
H -3.6063 -6.8250 -0.6056 0.00 0.00 0.00
H -0.9217 -6.6593 -1.9066 0.00 -0.01 0.00
H -1.5448 -7.8866 -0.8230 0.01 -0.01 -0.01
H 0.2978 -6.7402 0.2733 0.07 -0.03 0.02
H -1.1808 -6.2931 1.0980 -0.01 0.01 0.11
H 0.6290 -3.0889 3.2473 -0.01 0.01 0.04
H -2.1599 -3.1433 2.0398 -0.08 -0.02 -0.07
H -1.1678 -1.7559 2.4319 -0.02 0.00 -0.02
H -2.8449 -2.0607 4.1976 0.02 0.01 0.02
H -1.2519 -2.3871 4.8440 0.00 0.02 0.00
H -3.5570 -4.2514 4.5420 0.00 0.00 0.00
H -2.1906 -4.3425 5.6316 -0.03 0.00 0.01
H -2.3862 -5.3442 2.7771 -0.06 -0.02 -0.09
H -1.9666 -6.2453 4.2135 0.01 -0.01 -0.02
H 0.0619 -5.8359 2.8925 0.01 -0.05 -0.03
H 0.1535 -4.9812 4.4106 0.03 0.01 0.00
H 2.5645 -3.1789 1.7715 0.06 0.03 0.00
H 4.0979 -3.8246 0.1143 0.00 0.02 0.00
H 2.6307 -3.4292 -0.7586 0.01 0.00 -0.01
H 3.6990 -5.5210 -1.6068 0.00 0.00 -0.01
H 2.1132 -5.8867 -0.9511 0.01 0.01 -0.04
H 4.7493 -6.2497 0.5359 0.01 -0.02 0.00
H 3.7869 -7.5469 -0.1590 0.01 0.01 -0.01
H 3.3638 -7.3081 2.2959 0.00 0.00 0.01
H 1.9155 -7.0157 1.3607 -0.07 -0.05 0.00
H 3.7861 -4.9473 2.5662 0.00 0.02 -0.01
H 2.1633 -5.2802 3.1147 0.03 0.02 0.02
```
Forces are in eV/Å.

Summary:
- E_HOMO (alpha / beta): -0.24993 / -0.29065 Ha
- Spin multiplicity: 5
- Energy relative to the best compared isomer or geometry (same formula, charge and spin): 14.9 kcal/mol
- ⟨S²⟩: 6.034
- Max |F|: 1.58 eV/A
- E_tot: -235562.9380 eV

Mulliken atomic charge list, values in e, 6 entries: atom 1 (Cr): 0.438, atom 2 (C): -1.319, atom 3 (As): 1.433, atom 4 (C): -1.658, atom 5 (C): -0.387, atom 6 (C): -0.553